Entry 1:
{"formula": "CH4N2O2S", "method": "ωB97M-V with the def2-TZVPD basis set", "species": ["C", "N", "N", "O", "O", "S", "H", "H", "H", "H"], "coordinates": [[1.962, 3.185, -0.266], [1.913, 2.058, -0.007], [-2.311, -0.069, 0.159], [-0.090, -2.319, 0.282], [2.058, -1.209, 0.114], [1.337, -2.453, 0.194], [-2.974, -0.422, -0.546], [1.635, 1.095, 0.228], [-2.127, 0.744, -0.353], [-1.403, -0.611, 0.195]], "forces_ev_per_a": [[0.167, 0.745, -0.184], [-0.708, -1.903, 0.490], [0.262, -1.478, -0.081], [0.457, -0.564, 0.002], [0.100, -0.544, 0.043], [-0.485, 1.100, -0.011], [0.456, -1.116, 0.762], [0.578, 1.073, -0.327], [1.032, 2.113, -0.261], [-1.859, 0.575, -0.433]], "e_lumo_ev": -2.05, "total_energy_ha": -698.6160, "e_above_lowest_kj_mol": 155.7}

---

Entry 2:
{"formula": "CH4N2O2S", "method": "ωB97M-V with the def2-TZVPD basis set", "species": ["C", "N", "N", "O", "O", "S", "H", "H", "H", "H"], "coordinates": [[-1.214, -0.998, -0.092], [-0.946, -2.073, 0.553], [1.256, 1.138, -0.093], [2.598, 1.351, 0.398], [-1.979, 1.300, -0.511], [-1.312, 0.568, 0.572], [-1.473, -0.860, -1.105], [-1.061, -3.016, 0.211], [1.101, 2.058, -0.411], [3.030, 0.533, 0.479]], "forces_ev_per_a": [[0.673, -3.360, 0.770], [-0.262, 1.981, 0.883], [3.387, -1.656, 0.861], [-2.895, 2.077, -0.948], [-0.446, 0.981, -1.004], [0.264, 0.482, 2.217], [-0.504, -0.421, -1.632], [0.053, 0.355, -1.024], [-0.648, 1.735, -0.350], [0.377, -2.172, 0.226]], "e_lumo_ev": [-1.20, -0.51], "total_energy_ha": -698.4891, "e_above_lowest_kj_mol": 488.9}

---

Entry 3:
{"formula": "CH4N2O2S", "method": "ωB97M-V with the def2-TZVPD basis set", "species": ["C", "N", "N", "O", "O", "S", "H", "H", "H", "H"], "coordinates": [[-1.201, 0.808, 0.835], [0.865, -0.060, 0.465], [-0.159, 0.017, 1.213], [2.400, -0.873, -1.919], [0.140, -1.745, -1.549], [0.979, -0.607, -1.768], [-2.037, 0.881, 1.543], [-1.023, 1.855, 0.444], [-1.525, 0.358, -0.122], [1.561, -0.635, 0.859]], "forces_ev_per_a": [[-2.505, 2.324, -2.865], [-3.564, 1.999, 0.983], [4.822, -1.549, 0.744], [-1.067, 0.271, 0.469], [-0.302, -0.381, 0.196], [1.198, 0.142, -1.500], [0.528, -0.459, -0.079], [0.635, -0.896, 0.751], [-0.662, -0.104, 0.265], [0.916, -1.347, 1.035]], "e_lumo_ev": -0.86, "total_energy_ha": -698.5924, "e_above_lowest_kj_mol": 217.8}

---

Entry 4:
{"formula": "CH4N2O2S", "method": "ωB97M-V with the def2-TZVPD basis set", "species": ["N", "C", "S", "N", "O", "O", "H", "H", "H", "H"], "coordinates": [[-0.499, 1.186, -0.526], [0.406, 0.170, -0.317], [1.510, 0.682, 1.121], [-0.329, -1.298, 0.068], [-0.465, -2.039, -0.884], [-0.726, -1.461, 1.219], [-0.779, 1.317, -1.467], [-1.035, 1.632, 0.233], [1.019, -0.002, -1.281], [0.898, -0.186, 1.834]], "forces_ev_per_a": [[-0.538, 0.173, 0.475], [1.373, 0.343, 0.143], [0.127, 0.169, -1.880], [0.523, 1.021, -0.066], [-0.118, 0.225, 0.878], [0.396, -0.020, -1.510], [-0.662, 0.209, -0.528], [0.710, -0.668, -0.788], [-1.170, -0.265, 1.749], [-0.641, -1.187, 1.528]], "e_lumo_ev": 0.29, "total_energy_ha": -698.5613, "e_above_lowest_kj_mol": 299.4}

---

Entry 5:
{"formula": "CH4N2O2S", "method": "ωB97M-V with the def2-TZVPD basis set", "species": ["C", "N", "N", "O", "O", "S", "H", "H", "H", "H"], "coordinates": [[0.008, 0.355, 0.432], [1.057, -0.298, -0.056], [-0.960, 0.605, -0.472], [-2.843, 2.040, -0.945], [-2.941, 0.317, 1.217], [-2.060, 1.668, 0.195], [-2.359, -0.399, 1.091], [1.919, -0.415, 0.547], [1.217, -0.652, -1.038], [-0.841, 0.215, -1.347]], "forces_ev_per_a": [[1.153, 0.055, 0.163], [1.936, -0.790, 0.010], [1.629, 0.001, 3.205], [-1.033, 0.417, -0.204], [-0.188, 3.776, -1.511], [-1.387, -2.335, 1.089], [1.164, -1.590, -0.137], [-1.878, 0.167, -0.970], [-0.543, 0.642, 1.213], [-0.852, -0.342, -2.858]], "e_lumo_ev": 0.56, "total_energy_ha": -698.5785, "e_above_lowest_kj_mol": 254.3}

---

Entry 6:
{"formula": "CH4N2O2S", "method": "ωB97M-V with the def2-TZVPD basis set", "species": ["C", "N", "N", "O", "O", "S", "H", "H", "H", "H"], "coordinates": [[-0.222, -1.306, 0.453], [2.105, -1.049, 0.322], [-0.386, -0.864, 1.573], [3.105, -1.192, -0.332], [1.020, -1.523, -0.330], [-1.558, -2.117, -0.350], [0.459, 1.617, 0.310], [0.697, 1.240, 0.961], [0.362, -0.415, 2.036], [-0.730, -3.100, -0.732]], "forces_ev_per_a": [[0.776, -1.992, -1.523], [2.729, 0.176, -0.619], [-0.785, 0.786, 1.124], [-2.211, 0.182, 1.257], [-1.784, 0.273, 0.203], [0.300, -0.088, -0.438], [0.506, -0.627, 1.260], [-0.399, 0.999, -1.395], [1.104, 0.396, 0.459], [-0.237, -0.105, -0.328]], "e_lumo_ev": -0.40, "total_energy_ha": -698.5192, "e_above_lowest_kj_mol": 409.9}